w | DFT (ωB97M-V with the def2-TZVPD basis set) results for a gas-phase ion, C4H11N2O2 (charge -1).

The value obtained for the LUMO energy is 3.604 eV. The SMILES is NC[C@H](CO)NC[O-]. The HOMO-LUMO gap comes out at 6.26 eV. The total charge is -1.

```
19
Properties=species:S:1:pos:R:3:nbo_charge:R:1
O 2.25166 -0.29060 -0.36785 -0.776
H 2.77790 -0.63805 -1.07788 0.462
H -0.09152 1.52081 0.90714 0.205
N 1.36260 0.58737 2.06362 -0.855
O -1.16373 1.26284 -1.68212 -0.957
H -2.12572 -0.00596 0.52780 0.341
N -1.57726 -0.51444 -0.11407 -0.702
C -0.18653 -0.60615 0.26309 -0.068
C 0.07745 0.53523 1.34525 -0.230
H 1.46421 -0.29918 2.54416 0.325
H 2.09956 0.61709 1.37216 0.379
H 0.53849 0.52541 -1.37162 0.269
H -0.71134 0.46605 2.10387 0.157
C 0.86990 -0.37407 -0.85611 -0.115
H 0.04824 -1.49855 0.86088 0.143
H 0.94551 -1.29291 -1.44861 0.138
H -2.97436 0.46167 -1.39048 0.090
C -1.89608 0.17256 -1.45885 0.129
H -1.70899 -0.62911 -2.22039 0.068
```


x | DFT (ωB97M-V with the def2-TZVPD basis set) results for 2 unconnected molecules or ions with the total composition C4H11N2O2.

The value obtained for the LUMO energy is 4.289 eV. The HOMO-LUMO gap comes out at 8.55 eV. The total charge is -1.

```
19
Properties=species:S:1:pos:R:3:nbo_charge:R:1
N -1.38802 -3.02089 0.79796 -0.891
O -0.53027 -1.85324 -0.90878 -0.829
N 1.68471 -0.33914 -1.26794 -0.888
H 1.44139 0.11676 0.68539 0.204
H -0.72413 1.45670 1.60743 0.249
H -1.83988 -2.99031 1.68831 0.373
C -0.42000 2.15704 0.79913 -0.616
C 1.44884 0.68432 -0.26469 -0.214
H -1.55945 -3.75834 0.14344 0.371
H -1.27044 2.79727 0.47082 0.181
H 0.18179 2.09970 -1.35036 0.159
O -0.95217 -0.84131 1.10043 -0.830
H 1.74660 0.04823 -2.19516 0.316
H 2.32718 1.36806 -0.26321 0.145
H 0.89180 -0.99622 -1.25631 0.416
H 0.35925 2.89094 1.09588 0.170
C 0.11671 1.42504 -0.46327 -0.433
H -0.57252 0.58447 -0.71120 0.255
C -0.94139 -1.82908 0.29213 0.864
```


Relative energies with respect to the most stable structure, expressed in eV: w 3.323; x 0.000.